Below is a cluster of 2 separate species, C18H14F4N in total at a distorted geometry, with properties calculated with ωB97M-V/def2-TZVPD.

Each line ends with the Mulliken charge.
CARTESIAN COORDINATES (ANGSTROEM)
F -2.56866 -2.46252 3.12291  -0.2945
F 2.10060 -2.10785 3.93431  -0.2892
F -3.61267 -1.19533 -3.14588  -0.2861
F 0.58164 -0.26196 -5.17355  -0.2847
N 0.97052 2.71955 0.33770  0.2323
C -0.64207 1.98035 1.71613  -0.6230
C -0.23520 -1.11379 -1.68049  1.1823
C -1.29298 -2.21244 2.66108  0.2683
C -1.54212 -0.72291 -4.20196  -0.5798
C 0.49877 -0.77758 -2.86482  -0.9457
C -1.65060 -1.26237 -1.80659  -0.6418
C -2.24415 -1.05814 -3.04611  0.2416
C 1.33516 3.09639 1.61509  -0.4754
C 0.35135 2.65074 2.49632  -0.6169
C -0.15977 -0.59093 -4.06189  0.2587
C 1.26664 -1.70426 1.75549  -0.9665
C 1.02981 -2.03215 3.07336  0.2645
C 0.53469 -1.25687 -0.49940  -0.3357
C 1.74532 3.00485 -0.85994  -0.8760
C -0.22875 2.03600 0.38484  -0.4516
C -0.24580 -2.29737 3.57573  -0.5919
C 0.18190 -1.61697 0.82522  1.2766
C -1.12898 -1.89290 1.31872  -0.7102
H -0.40657 -2.55850 4.61602  0.5196
H 1.83454 4.08732 -1.03221  0.3393
H -1.54452 1.51631 2.08151  0.5006
H 1.60949 -1.10512 -0.64718  0.2345
H -2.03634 -0.57581 -5.15628  0.5131
H -2.26860 -1.52114 -0.95435  0.5803
H 0.34199 2.78892 3.56587  0.4176
H -1.99725 -1.84963 0.67132  0.5550
H 2.27603 -1.50680 1.39661  0.4787
H -0.70952 1.67227 -0.51360  0.5877
H 1.58081 -0.67147 -2.79308  0.4977
H 2.24765 3.64943 1.79332  0.4227
H 2.76575 2.60491 -0.77327  0.3301
H 1.26191 2.54776 -1.73095  0.2678

The HOMO-LUMO gap is 4.25 eV. For the HOMO energy, the calculation gives -11.04 eV. As for the net charge: +1. The calculation puts the LUMO energy at -6.79 eV. As for the spin multiplicity: 1.

***

Below is the molecule C10H17O3P at a distorted geometry, with properties calculated with ωB97M-V/def2-TZVPD.

Each line ends with the Mulliken charge.
CARTESIAN COORDINATES (ANGSTROEM)
P -3.31892 0.84949 0.27027  0.2969
O -3.81897 0.50079 -1.05882  -0.4620
O -2.51251 -1.03284 0.74699  -0.6021
O 2.39129 1.12901 -1.04891  -0.5259
C 0.27378 2.14035 1.31167  -0.4347
C 0.23629 1.14427 0.18179  -0.9714
C -0.30692 -1.97346 -1.97635  -1.3358
C -0.02541 -0.29673 0.03119  2.8690
C -1.14972 -0.83776 0.98542  -1.1035
C -0.13291 -2.05346 1.38236  -0.5461
C -0.23556 -0.51162 -1.46594  -0.5303
C 0.94987 -1.21778 0.75695  -1.2133
C 1.45730 2.77409 0.58610  -0.6666
C 1.27017 1.80064 -0.60286  -0.6523
H 2.41578 2.54938 1.11331  0.2352
H -0.88602 -2.66453 -1.39158  0.2710
H -0.03143 -2.19047 2.41368  0.3640
H 1.76329 -1.76299 0.31455  0.3305
H -0.76428 -2.13354 -2.97994  0.3770
H 0.33839 1.82920 2.44962  0.2993
H 1.44193 3.79780 0.26741  0.2796
H -1.21964 -0.26323 1.92324  0.6326
H -0.57216 2.89257 1.45466  0.1901
H -0.33750 -3.04779 0.78205  0.1812
H 1.03166 2.27674 -1.55690  0.4260
H 1.37741 -0.63077 1.56178  0.4832
H -1.15502 -0.01831 -1.84668  0.2473
H -2.53925 -1.41516 -0.20321  0.5168
H 0.74449 -2.42055 -2.12735  0.2827
H 2.76316 0.75528 -0.30800  0.3058
H 0.55140 0.03135 -1.96653  0.4562

The HOMO-LUMO gap (alpha / beta) is 8.32 / 6.43 eV. For the HOMO energy (alpha / beta), the calculation gives -7.76 / -6.50 eV. As for the energy above the lowest of the compared OMol25 structures with the same formula, charge and spin: 37.2 kcal per mole. The calculation puts the LUMO energy (alpha / beta) at 0.56 / -0.07 eV. As for the spin multiplicity: 1.

***

Below is the molecule O5S2 at a distorted geometry, with properties calculated with ωB97M-V/def2-TZVPD.

Each line ends with the Mulliken charge.
CARTESIAN COORDINATES (ANGSTROEM)
S -1.89464 0.53740 0.40310  0.7947
S 1.14585 -0.07575 -0.08611  1.2084
O 1.80400 -1.07813 0.73476  -0.5162
O 1.35074 1.31763 0.14869  -0.5095
O -2.65973 -0.18726 -0.58790  -0.2693
O 0.79316 -0.48560 -1.35012  -0.4694
O -0.53939 -0.02829 0.73758  -0.2385

The HOMO-LUMO gap is 7.34 eV. For the HOMO energy, the calculation gives -10.99 eV. As for the energy above the lowest of the compared OMol25 structures with the same formula, charge and spin: 20.6 kcal per mole. The calculation puts the LUMO energy at -3.65 eV. As for the spin multiplicity: 1.

***

no.,total energy (eV)
1,-31244.3753
2,-26071.3783
3,-31905.2952